No. 1
# C28H33BF3NO2

A molecular structure, C28H33BF3NO2 at a distorted geometry (ωB97M-V/def2-TZVPD, OMol25).

Geometry as XYZ:
```
68
Properties=species:S:1:pos:R:3:forces:R:3:lowdin_charge:R:1
C -3.599 3.061 2.184 -0.0030 -0.2361 -0.1383 -0.04
C -2.102 3.307 2.397 -0.1338 -0.3239 0.0357 -0.52
C -1.955 4.677 3.040 0.1595 0.3249 0.1087 -0.06
C -1.510 2.221 3.331 0.2230 -0.8632 -0.8544 -0.11
O -1.406 0.938 2.673 -0.8648 0.6305 1.2717 -0.01
B -0.871 0.896 1.360 0.1902 -1.4322 -0.2219 -0.78
C 0.751 0.782 1.422 -0.3495 -0.1550 -0.1921 -0.08
C 1.399 0.343 2.583 0.7416 0.0120 0.1103 -0.02
C 2.785 0.487 2.734 -0.5699 -0.1386 0.0941 -0.01
C 3.528 1.081 1.715 0.6673 0.0180 0.1843 -0.15
C 5.022 1.277 1.916 -0.1425 -0.0555 -0.0654 -0.51
F 5.625 1.899 0.857 -0.3571 -0.5321 0.8727 0.10
F 5.303 2.031 3.028 -0.0762 -0.6689 -0.8443 0.10
F 5.650 0.067 2.086 -0.1925 1.0081 -0.0488 0.10
C 2.913 1.457 0.535 -0.4013 0.1657 -0.6144 -0.02
C 1.527 1.290 0.382 0.7656 0.0836 0.1391 -0.02
C -1.685 -0.763 0.523 1.4982 1.7956 0.6174 -0.22
C -3.169 -0.517 0.538 0.3768 0.1933 0.2253 -0.11
C -1.038 -1.826 1.309 -0.4252 0.0885 -0.4658 -0.29
C 0.133 -2.466 0.845 0.0899 -0.0259 0.2398 -0.07
C 0.791 -3.412 1.629 -0.1917 -0.1259 0.0616 -0.10
C 0.263 -3.783 2.875 0.2230 0.0554 0.1488 -0.13
C -0.852 -3.099 3.378 -0.1451 -0.1027 -0.3025 -0.10
C -1.516 -2.161 2.588 0.1235 -0.1882 0.1108 -0.06
O -1.306 1.925 0.502 -0.6863 1.5458 -0.6369 0.00
C -1.349 3.258 1.047 0.1580 -1.0182 0.0325 -0.12
H -3.781 2.091 1.692 0.0349 0.4204 0.2114 0.08
H -4.114 3.083 3.156 0.0398 -0.0940 -0.2403 0.09
H -4.013 3.873 1.569 -0.0080 -0.2659 0.0448 0.09
H -0.898 4.922 3.218 -0.2564 0.0131 -0.0020 0.09
H -2.395 5.457 2.398 0.1967 -0.1909 0.1279 0.09
H -2.495 4.719 3.999 0.2177 -0.0502 -0.2106 0.09
H -0.503 2.539 3.674 -0.3096 -0.0727 -0.0749 0.13
H -2.153 2.037 4.207 0.1952 0.3496 -0.1842 0.13
H 0.821 -0.106 3.397 0.1083 0.2312 -0.3069 0.12
H 3.271 0.147 3.649 -0.0510 0.1245 -0.2226 0.12
H 3.491 1.905 -0.278 -0.1106 -0.1744 0.3357 0.11
H 1.059 1.601 -0.555 0.0269 -0.0092 0.3282 0.12
H -1.237 -0.594 -0.465 -0.0709 -0.3491 0.0264 0.11
H -3.397 0.409 -0.007 0.0652 -0.2910 0.0306 0.08
H -3.702 -1.346 0.052 -0.6188 -0.0110 -0.0216 0.03
H -3.563 -0.381 1.552 0.0095 -0.1617 -0.1013 0.08
H 0.543 -2.166 -0.124 -0.0622 -0.0738 0.2942 0.11
H 1.736 -3.847 1.280 -0.4956 0.0648 0.0979 0.10
H 0.729 -4.584 3.462 -0.0667 0.5006 -0.1821 0.09
H -1.206 -3.280 4.396 0.0739 -0.1274 -0.3477 0.10
H -2.389 -1.624 2.958 0.2845 -0.1277 0.0910 0.11
H -1.859 3.871 0.290 0.1406 0.0627 0.2612 0.13
H -0.312 3.628 1.187 -0.3314 -0.0356 -0.0376 0.14
C -3.173 -4.538 -2.600 0.1131 -0.1291 -0.3127 0.02
N -3.390 -4.539 -1.133 1.2101 2.4909 0.9833 -0.09
C -4.026 -5.680 -0.531 -0.5215 -1.4287 0.4925 -0.22
C -5.295 -6.088 -0.974 0.2404 0.0993 -0.0736 -0.02
C -5.844 -7.301 -0.536 0.4017 0.1588 0.2032 -0.06
C -5.097 -8.147 0.300 0.1176 0.4037 -0.0407 -0.06
C -3.830 -7.738 0.746 -0.3499 0.3307 0.0703 -0.06
C -3.325 -6.477 0.391 0.1092 -0.0137 -0.5449 0.00
C -2.919 -3.503 -0.455 -1.5842 -1.8282 -0.8010 0.21
H -3.106 -5.569 -2.954 -0.0460 0.1637 0.1326 0.11
H -3.978 -4.018 -3.135 0.0927 -0.1752 0.3489 0.11
H -2.225 -4.028 -2.803 -0.2726 -0.1232 0.0446 0.11
H -5.843 -5.450 -1.672 0.0922 -0.2437 0.2113 0.12
H -6.852 -7.584 -0.849 0.4031 0.0981 0.0490 0.11
H -5.512 -9.109 0.624 0.2384 0.4454 -0.2154 0.11
H -3.239 -8.399 1.389 -0.2562 0.3803 -0.2161 0.12
H -2.349 -6.137 0.748 -0.2408 -0.1985 -0.1026 0.13
H -3.094 -3.443 0.626 0.3416 -0.0265 -0.4206 0.13
H -2.472 -2.684 -1.019 0.2213 -0.1914 0.4063 0.12
```
Forces are in eV/Å.

---

No. 2
# C28H33GaO6Te

A molecular structure, C28H33GaO6Te at a distorted geometry (ωB97M-V/def2-TZVPD, OMol25).

Geometry as XYZ:
```
69
Properties=species:S:1:pos:R:3:forces:R:3:lowdin_charge:R:1
Ga -0.452 -0.691 2.515 0.5260 0.5626 1.2294 0.47
O -3.242 1.882 2.953 -0.2689 -0.6323 -0.1635 0.13
C -2.640 0.882 2.662 -0.1236 -0.2273 0.5088 -0.49
O -1.362 0.911 2.304 -0.4451 -0.8082 -0.1817 0.00
C -3.336 -0.582 2.670 0.3656 2.5565 0.0800 -0.10
C -3.032 -1.235 1.342 2.6189 -0.2072 0.6987 -0.14
C -3.871 -2.424 1.081 -1.6131 -0.2861 -0.6085 -0.10
C -3.461 -3.424 2.189 0.8141 -1.0586 -1.4002 -0.11
C -2.481 -2.765 3.064 2.1544 1.4244 -1.0438 -0.09
O -1.664 -1.999 1.787 -2.2336 0.1230 1.1311 -0.13
C -2.911 -1.546 3.831 -1.0999 0.0662 1.2015 -0.11
C -1.832 -1.137 4.916 0.3805 0.9512 0.9611 -0.49
O -2.085 -1.002 6.112 -0.0614 -0.6006 -2.4966 0.09
O -0.612 -0.953 4.421 -0.6413 -0.3745 -0.9964 0.00
H -4.405 -0.395 2.753 0.0248 0.1630 -0.0188 0.16
H -2.746 -0.518 0.523 -0.3681 -0.9443 0.7004 0.16
H -3.720 -2.798 0.045 0.0241 -0.0500 0.8275 0.14
H -4.952 -2.184 1.167 0.5970 0.1228 -0.1041 0.14
H -2.839 -4.162 1.665 -0.5521 -0.3399 0.2680 0.13
H -4.233 -3.920 2.747 -0.5742 -0.0916 0.0756 0.13
H -1.709 -3.402 3.527 -0.4382 0.2876 -0.2011 0.18
H -3.855 -1.689 4.419 0.9140 -0.3943 -0.4176 0.18
C -0.637 0.294 -3.919 -1.3257 -2.4746 1.6186 -0.43
Te -2.031 1.361 -2.539 1.3901 0.0296 -1.3401 1.10
C -0.868 3.013 -3.372 -0.8060 1.6660 2.3977 -0.46
C 0.054 2.608 -4.448 -0.7593 -0.8848 -0.6071 -0.29
C 0.684 3.533 -5.245 0.8723 -0.5444 -1.2266 -0.03
C 1.560 3.120 -6.284 -0.9219 0.3032 1.1201 -0.08
C 1.718 1.775 -6.506 -0.1909 -1.9249 0.4243 -0.08
C 0.949 0.804 -5.782 0.2072 1.9208 -0.3368 -0.02
C 0.105 1.235 -4.767 1.0241 0.7417 0.0235 -0.30
H -1.283 -0.426 -4.483 0.6719 0.6241 0.2539 0.06
H -0.006 -0.334 -3.213 -0.4272 0.8607 -1.0176 0.05
H -0.358 3.510 -2.506 -0.0557 -0.6462 -0.6939 0.06
H -1.609 3.773 -3.643 0.1663 -0.2064 -0.4728 0.05
H 0.474 4.575 -5.159 0.0052 0.5891 0.3891 0.11
H 2.042 3.885 -6.872 0.2198 -0.1257 -0.1012 0.10
H 2.464 1.362 -7.185 -0.3103 0.4029 -0.1922 0.10
H 0.957 -0.231 -6.055 0.3158 -0.4269 -0.0674 0.10
C 0.344 -2.912 -0.510 0.8895 0.4580 0.7827 -0.04
C 1.816 -2.404 -0.344 -0.0604 -0.6462 -0.4815 -0.33
C 2.631 -3.175 0.720 0.1358 0.4749 0.4702 -0.06
C 1.947 -0.883 -0.296 1.6135 -0.0838 -0.3567 -0.13
C 2.545 -0.226 -1.408 -0.6121 0.3867 0.9198 -0.04
C 2.770 1.160 -1.428 -0.2302 -0.0929 0.4663 -0.07
C 2.566 1.869 -0.224 0.2375 -0.9578 -1.0954 -0.05
C 2.125 1.199 0.913 0.1228 0.3964 1.4175 -0.12
C 2.126 2.087 2.180 0.8907 1.1334 -0.6710 -0.34
C 2.237 1.488 3.567 -0.5034 -1.5523 -0.3908 -0.07
C 1.046 3.186 2.024 -0.2519 -0.7944 0.3054 -0.05
C 1.777 -0.160 0.890 -0.5816 0.5523 -0.9871 -0.24
O 1.232 -0.796 1.967 0.1255 -0.0948 0.2129 -0.06
H 0.283 -3.661 -1.267 0.0627 -0.7369 -0.4797 0.06
H -0.251 -2.094 -0.851 -0.6337 0.6667 -0.2497 0.06
H -0.118 -3.298 0.402 0.2782 0.0579 0.0017 0.06
H 2.344 -2.674 -1.272 -0.4158 0.0800 -0.0102 0.12
H 2.531 -2.765 1.732 -0.2260 -0.0721 -0.2471 0.07
H 3.693 -3.093 0.479 0.0065 -0.0493 -0.0318 0.08
H 2.389 -4.242 0.771 -0.1307 0.1515 -0.2364 0.08
H 2.881 -0.827 -2.237 -0.2448 -0.1166 -0.3442 0.10
H 3.101 1.641 -2.367 -0.0322 -0.2307 0.7789 0.11
H 2.812 2.927 -0.120 -0.0842 -0.2899 -0.2307 0.12
H 3.144 2.592 2.170 -1.0884 -0.2437 -0.6500 0.14
H 1.343 1.054 4.030 -0.0579 0.1567 -0.2462 0.07
H 2.634 2.206 4.234 0.2045 0.9690 0.7436 0.07
H 2.984 0.698 3.521 0.0055 -0.2342 0.0964 0.09
H 1.290 4.038 2.618 0.3109 0.7477 0.5154 0.07
H 0.077 2.834 2.401 0.1648 -0.0536 -0.2973 0.07
H 0.926 3.521 0.993 0.0295 -0.1288 0.0737 0.07
```
Forces are in eV/Å.

For the energy above the lowest of the compared OMol25 structures with the same formula, charge and spin, the calculation gives 59.9 kJ/mol.

---

No. 3
# C28H33IrN5O

A molecular structure, C28H33IrN5O (ωB97M-V/def2-TZVPD, OMol25).

Geometry as XYZ:
```
68
Properties=species:S:1:pos:R:3:forces:R:3:lowdin_charge:R:1
Ir 0.370 -0.288 0.037 0.4194 0.1877 -0.0365 1.34
O 0.331 -4.307 0.467 0.0085 -0.0324 -0.0455 0.07
C 0.323 -3.148 0.074 -0.1189 0.0455 0.0040 -0.54
N -0.045 -2.067 0.756 0.2038 -0.2043 0.1212 -0.14
C -0.581 -2.180 2.085 0.0077 -0.0134 -0.0103 -0.12
C -0.648 -0.813 2.696 0.0381 0.0072 -0.0014 -0.22
C -1.249 -0.611 3.930 0.0733 -0.0228 0.0202 0.01
C -1.226 0.642 4.508 -0.0153 -0.0068 0.0433 -0.02
C -0.572 1.670 3.846 0.0271 -0.0006 -0.0222 -0.02
C -0.020 1.409 2.613 0.0563 -0.0220 0.0416 -0.12
N -0.074 0.205 2.022 -0.2726 0.1660 -0.1419 -0.03
C 0.671 -2.789 -1.355 -0.1654 -0.0467 -0.0374 -0.21
C 0.903 -3.798 -2.267 -0.0240 0.0153 -0.0076 0.03
C 1.054 -3.476 -3.605 -0.0027 0.0481 0.0197 -0.01
C 0.931 -2.148 -3.979 -0.0051 -0.0473 -0.0145 -0.02
C 0.712 -1.190 -3.006 0.0349 0.0480 -0.0497 -0.10
N 0.614 -1.483 -1.706 0.1436 -0.0401 0.2423 -0.03
H 0.054 -2.826 2.705 -0.0451 -0.0064 0.0415 0.14
H -1.576 -2.639 2.082 -0.0048 0.0123 -0.0333 0.15
H -1.722 -1.448 4.425 -0.0033 -0.0038 -0.0017 0.13
H -1.698 0.813 5.466 0.0005 0.0003 0.0034 0.12
H -0.500 2.663 4.265 -0.0016 0.0000 0.0061 0.12
H 0.506 2.180 2.074 -0.1331 -0.0012 0.0078 0.08
H 0.933 -4.812 -1.891 0.0022 -0.0067 -0.0056 0.13
H 1.239 -4.244 -4.344 -0.0087 -0.0032 -0.0040 0.12
H 0.999 -1.840 -5.012 0.0029 -0.0103 -0.0050 0.12
H 0.616 -0.154 -3.288 0.0216 -0.0264 0.0137 0.10
C 2.913 -0.441 1.969 0.0584 -0.1084 0.0495 -0.07
N 2.673 -0.556 0.522 -0.2736 0.0454 0.0371 -0.32
C 3.200 -1.857 0.078 0.0980 -0.0094 -0.0846 -0.06
C 3.367 0.543 -0.188 0.0512 0.1192 0.1138 -0.17
C 2.529 1.106 -1.315 0.1304 -0.0077 -0.1154 -0.19
N 1.247 1.665 -0.818 -0.2730 -0.4063 -0.1468 -0.32
C 1.551 2.855 0.001 0.0615 0.0162 0.0262 -0.07
C 0.438 2.134 -1.972 -0.0057 0.1604 -0.0734 -0.06
H 3.983 -0.509 2.192 -0.0061 -0.0106 -0.0044 0.11
H 2.397 -1.248 2.488 -0.0041 0.0013 -0.0107 0.09
H 2.536 0.509 2.340 -0.0028 0.0163 0.0023 0.07
H 4.249 -1.962 0.376 -0.0088 0.0262 -0.0036 0.11
H 3.141 -1.935 -1.007 0.0053 -0.0010 0.0348 0.09
H 2.631 -2.669 0.527 0.0688 0.0484 0.0071 0.09
H 4.334 0.212 -0.577 -0.0277 -0.0668 -0.0225 0.14
H 3.588 1.325 0.537 0.0661 -0.0099 -0.0516 0.11
H 2.299 0.321 -2.031 0.0841 0.0863 0.0133 0.09
H 3.099 1.877 -1.848 -0.0300 0.0518 0.0621 0.14
H 2.132 3.570 -0.590 0.0182 -0.0024 0.0003 0.11
H 2.122 2.594 0.889 0.0005 0.0049 -0.0505 0.08
H 0.633 3.345 0.310 0.0260 0.0443 -0.0476 0.08
H 1.078 2.617 -2.717 0.0073 0.0017 0.0059 0.11
H -0.298 2.854 -1.625 0.0322 -0.0234 -0.0488 0.09
H -0.119 1.316 -2.414 0.0433 0.0100 0.0045 0.07
C -4.068 3.354 -0.024 -0.0117 0.0206 0.0002 -0.08
C -2.699 3.400 0.305 0.0204 0.0154 0.0091 -0.07
C -1.924 2.285 0.161 -0.1446 -0.0134 0.0829 -0.10
C -2.430 1.051 -0.309 -0.0304 -0.0864 -0.0837 -0.17
C -1.613 -0.125 -0.462 -0.2554 0.0230 -0.0417 -0.21
C -2.250 -1.244 -0.962 0.0117 0.1192 0.0591 -0.11
C -3.617 -1.270 -1.314 0.0097 -0.0293 -0.0047 -0.07
C -4.388 -0.161 -1.160 -0.0481 -0.0053 -0.0093 -0.04
C -3.810 1.024 -0.655 0.0217 0.0416 0.0268 -0.16
C -4.601 2.191 -0.495 0.0008 -0.0172 -0.0071 -0.03
H -4.685 4.235 0.092 -0.0011 0.0022 -0.0012 0.11
H -2.263 4.324 0.667 -0.0005 -0.0061 0.0025 0.11
H -0.882 2.330 0.397 0.1394 -0.0410 0.1681 0.03
H -1.706 -2.168 -1.083 -0.0731 -0.0276 -0.0450 0.08
H -4.046 -2.186 -1.699 0.0105 -0.0100 -0.0011 0.11
H -5.439 -0.167 -1.420 -0.0051 -0.0032 0.0004 0.12
H -5.649 2.139 -0.762 -0.0026 -0.0054 -0.0006 0.12
```
Forces are in eV/Å.

As for the net charge: +1. For the energy above the lowest of the compared OMol25 structures with the same formula, charge and spin, the calculation gives 0.0 kJ/mol.

---

| no. | HOMO level (Ha) | LUMO level (eV) |
| --- | --- | --- |
| 1 | -0.2306 | -1.932 |
| 2 | -0.2923 | -0.123 |
| 3 | -0.3701 | -2.825 |